Below is a structure of composition C37H38BiF4N3P2 in a non-equilibrium geometry, with properties calculated with the ωB97M-V functional and the def2-TZVPD basis.

Values from the calculation:
Energy in Eh: -2893.246735
Multiplicity: 1
Orbital gap in hartree: 0.2872
Net charge: +2

Geometry (Å):
Bi1 0.93 0.73 -0.02
C1 2.13 5.05 0.97
C2 1.92 3.68 0.34
N1 0.52 3.12 0.32
C3 -0.40 3.87 -0.59
C4 0.05 3.81 -2.00
C5 -0.08 3.08 1.66
C6 0.84 2.36 2.62
N2 1.16 1.00 2.09
C7 2.32 0.47 2.73
C8 3.53 0.34 2.02
F1 3.47 0.50 0.66
C9 4.72 0.00 2.61
F2 5.79 -0.10 1.84
C10 4.80 -0.24 3.97
C11 3.62 -0.17 4.68
F3 3.62 -0.36 5.99
C12 2.41 0.20 4.09
F4 1.33 0.33 4.89
H1 3.10 5.42 0.68
H2 1.37 5.80 0.65
H3 2.12 5.00 2.04
H4 2.26 3.74 -0.69
H5 2.57 2.92 0.81
H6 -1.42 3.39 -0.47
H7 -0.46 4.88 -0.23
H8 -0.07 2.79 -2.43
H9 -0.63 4.44 -2.60
H10 1.07 4.12 -2.17
H11 -0.26 4.12 2.01
H12 -1.02 2.56 1.61
H13 1.75 2.92 2.80
H14 0.30 2.23 3.58
H15 5.73 -0.50 4.43
C13 -2.08 -2.56 -1.58
N3 -1.12 -1.56 -1.01
P1 -1.67 0.00 -0.57
C14 -3.09 -0.10 0.50
C15 -2.93 -0.08 1.88
C16 -4.02 -0.28 2.70
C17 -5.27 -0.46 2.16
C18 -5.48 -0.46 0.77
C19 -4.39 -0.27 -0.04
C20 -2.10 0.83 -2.09
C21 -1.44 0.45 -3.25
C22 -1.62 1.20 -4.41
C23 -2.44 2.32 -4.40
C24 -3.09 2.71 -3.23
C25 -2.93 1.96 -2.08
P2 0.37 -2.07 -0.37
C26 0.07 -3.61 0.50
C27 0.70 -4.81 0.11
C28 0.51 -5.99 0.83
C29 -0.31 -5.95 1.93
C30 -0.94 -4.78 2.34
C31 -0.74 -3.61 1.64
C32 1.47 -2.36 -1.78
C33 0.96 -2.54 -3.05
C34 1.83 -2.66 -4.16
C35 3.19 -2.61 -3.93
C36 3.68 -2.36 -2.65
C37 2.82 -2.28 -1.58
H16 -2.95 -2.62 -0.92
H17 -1.60 -3.54 -1.53
H18 -2.33 -2.37 -2.61
H19 -1.93 0.05 2.32
H20 -3.95 -0.29 3.80
H21 -6.13 -0.63 2.80
H22 -6.48 -0.54 0.37
H23 -4.49 -0.25 -1.09
H24 -0.73 -0.35 -3.27
H25 -1.05 0.92 -5.30
H26 -2.58 2.91 -5.31
H27 -3.71 3.60 -3.21
H28 -3.44 2.24 -1.17
H29 1.38 -4.84 -0.75
H30 0.98 -6.88 0.47
H31 -0.50 -6.86 2.46
H32 -1.58 -4.85 3.21
H33 -1.19 -2.70 1.96
H34 -0.09 -2.62 -3.23
H35 1.49 -2.87 -5.15
H36 3.90 -2.73 -4.76
H37 4.74 -2.28 -2.52
H38 3.26 -2.09 -0.61



Below is a structure of composition C37H38BrF5GeN2O6PbS, with properties calculated with the ωB97M-V functional and the def2-TZVPD basis.

Values from the calculation:
Energy in Eh: -7734.790149
Multiplicity: 2
Orbital gap (spin up / spin down) in hartree: 0.2383 / 0.2026
Net charge: +1
Energy above the lowest of the compared OMol25 structures with the same formula, charge and spin in kJ/mol: 158.2

Geometry (Å):
Pb1 -0.16 -0.52 -1.04
C1 1.90 2.71 2.34
C2 1.41 3.14 0.96
C3 1.35 4.66 0.86
C4 2.30 2.57 -0.13
O1 0.04 2.69 0.73
Ge1 -0.76 1.22 1.18
O2 -2.19 0.96 0.20
C5 -3.59 1.44 0.25
C6 -3.63 2.92 -0.05
C7 -4.30 0.64 -0.84
C8 -4.22 1.14 1.61
O3 0.25 -1.09 2.75
C9 1.13 -1.71 3.76
C10 2.51 -1.23 3.35
C11 0.78 -1.18 5.14
C12 1.02 -3.22 3.70
H1 2.91 3.08 2.51
H2 1.25 3.11 3.12
H3 1.91 1.62 2.41
H4 2.35 5.07 0.97
H5 0.96 4.95 -0.12
H6 0.71 5.07 1.64
H7 3.33 2.90 0.01
H8 2.28 1.47 -0.11
H9 1.96 2.90 -1.11
H10 -3.30 3.11 -1.07
H11 -4.65 3.30 0.06
H12 -2.98 3.47 0.63
H13 -3.70 0.64 -1.75
H14 -4.44 -0.40 -0.53
H15 -5.27 1.08 -1.05
H16 -3.88 1.84 2.37
H17 -5.31 1.24 1.52
H18 -3.99 0.13 1.92
H19 2.66 -0.18 3.62
H20 3.28 -1.82 3.86
H21 2.64 -1.33 2.28
H22 0.56 -0.11 5.10
H23 -0.07 -1.71 5.58
H24 1.64 -1.33 5.81
H25 1.18 -3.59 2.69
H26 1.77 -3.66 4.36
H27 0.04 -3.56 4.04
S1 -0.67 1.32 -5.54
C13 -0.95 2.74 -4.59
C14 -1.32 4.01 -5.03
C15 -1.44 5.01 -4.07
C16 -1.18 4.74 -2.73
C17 -0.81 3.48 -2.30
C18 -0.72 2.46 -3.25
N1 -0.36 1.13 -3.01
C19 -0.26 0.45 -4.11
C20 0.22 -0.94 -4.13
C21 0.55 -1.57 -5.33
C22 1.06 -2.86 -5.33
C23 1.22 -3.54 -4.14
C24 0.88 -2.93 -2.93
C25 0.41 -1.64 -2.94
H28 -1.49 4.22 -6.07
H29 -1.75 6.00 -4.38
H30 -1.26 5.54 -2.00
H31 -0.61 3.27 -1.26
H32 0.41 -1.04 -6.27
H33 1.32 -3.33 -6.27
H34 1.60 -4.56 -4.13
H35 0.97 -3.50 -2.02
Br1 -1.33 1.47 3.40
C26 -0.96 -1.65 2.44
C27 -1.94 -1.87 3.40
C28 -3.15 -2.40 3.00
C29 -3.38 -2.67 1.67
C30 -2.38 -2.35 0.76
N2 -1.18 -1.85 1.14
C31 -2.63 -2.53 -0.72
O4 -3.45 -3.36 -1.06
O5 -1.94 -1.76 -1.49
H36 -1.75 -1.61 4.43
H37 -3.93 -2.58 3.74
H38 -4.31 -3.09 1.31
F1 5.83 -4.90 -0.22
C32 4.97 -3.92 -0.26
C33 5.43 -2.62 -0.54
F2 6.71 -2.41 -0.74
C34 4.54 -1.59 -0.59
F3 4.94 -0.37 -0.83
C35 3.11 -1.81 -0.38
O6 2.31 -0.88 -0.45
C36 2.71 -3.16 -0.08
F4 1.44 -3.39 0.13
C37 3.61 -4.18 -0.03
F5 3.22 -5.41 0.24



Below is a structure of composition C37H38CaN5PS3 in a non-equilibrium geometry, with properties calculated with the ωB97M-V functional and the def2-TZVPD basis.

Values from the calculation:
Energy in Eh: -3919.649647
Multiplicity: 1
Orbital gap in hartree: 0.2732
Net charge: +2
Energy above the lowest of the compared OMol25 structures with the same formula, charge and spin in kJ/mol: 0.0

Geometry (Å):
Ca1 -2.00 1.03 -0.88
N1 -4.09 0.75 0.59
N2 -5.20 1.53 0.22
C1 -5.37 1.87 -1.08
N3 -6.54 2.32 -1.41
S1 -4.19 1.68 -2.30
H1 -4.25 -0.24 0.57
H2 -3.83 1.01 1.54
H3 -5.90 1.59 0.92
H4 -7.42 2.29 -0.89
H5 -6.59 2.61 -2.41
S2 0.08 -0.16 -2.33
C2 0.62 -1.49 -1.45
N4 1.85 -1.96 -1.46
C3 2.25 -3.17 -0.74
C4 1.08 -4.14 -0.99
N5 -0.18 -3.59 -0.52
C5 -1.22 -4.58 -0.11
C6 -1.18 -4.99 1.36
C7 -0.30 -4.52 2.32
C8 -0.36 -4.97 3.63
C9 -1.30 -5.92 4.04
C10 -2.19 -6.41 3.08
C11 -2.16 -5.85 1.79
C12 -0.40 -2.30 -0.61
S3 -1.67 -1.61 0.26
C13 2.95 -1.33 -2.28
C14 3.22 -2.08 -3.54
C15 2.28 -2.07 -4.55
C16 2.53 -2.72 -5.71
C17 3.78 -3.38 -5.90
C18 4.71 -3.39 -4.90
C19 4.42 -2.73 -3.73
H6 2.37 -3.05 0.33
H7 3.23 -3.57 -1.11
H8 1.29 -5.03 -0.42
H9 0.97 -4.39 -2.09
H10 -1.11 -5.39 -0.76
H11 -2.22 -4.10 -0.34
H12 0.47 -3.79 2.00
H13 0.33 -4.59 4.37
H14 -1.25 -6.40 5.01
H15 -2.93 -7.17 3.32
H16 -2.94 -6.18 1.09
H17 3.82 -1.38 -1.63
H18 2.60 -0.31 -2.42
H19 1.39 -1.46 -4.49
H20 1.85 -2.71 -6.57
H21 4.02 -3.84 -6.85
H22 5.65 -3.97 -5.00
H23 5.14 -2.74 -2.91
C20 -2.69 2.58 4.21
C21 -3.16 3.43 3.16
C22 -2.41 3.58 2.01
C23 -1.16 2.92 1.88
C24 -0.72 2.08 2.88
C25 -1.50 1.89 4.02
P1 -0.27 3.24 0.26
C26 1.49 2.58 0.42
C27 2.61 3.37 0.08
C28 3.89 2.80 -0.01
C29 4.04 1.45 0.38
C30 2.95 0.77 0.87
C31 1.68 1.25 0.71
C32 0.06 5.03 0.37
C33 0.43 5.51 1.60
C34 0.69 6.85 1.77
C35 0.59 7.72 0.65
C36 0.21 7.24 -0.60
C37 -0.14 5.87 -0.69
H24 -3.21 2.55 5.17
H25 -4.10 4.02 3.31
H26 -2.74 4.31 1.30
H27 0.25 1.59 2.81
H28 -1.17 1.12 4.75
H29 2.50 4.41 -0.19
H30 4.74 3.32 -0.47
H31 4.98 0.94 0.27
H32 3.07 -0.28 1.17
H33 0.83 0.64 0.97
H34 0.50 4.78 2.42
H35 1.07 7.29 2.73
H36 0.92 8.75 0.78
H37 0.13 7.90 -1.47
H38 -0.45 5.45 -1.59



Below is a structure of composition C37H38Cl2IN8O2V, with properties calculated with the ωB97M-V functional and the def2-TZVPD basis.

Values from the calculation:
Energy in Eh: -4183.118630
Multiplicity: 3
Orbital gap (spin up / spin down) in hartree: 0.2588 / 0.2561
Net charge: +2

Geometry (Å):
V1 -0.35 -1.24 -0.58
C1 -0.99 -3.97 0.73
C2 -0.57 -4.26 -0.69
N1 -1.00 -3.15 -1.57
C3 -2.43 -3.20 -1.90
C4 -3.21 -2.27 -1.02
C5 -4.59 -2.35 -0.88
C6 -5.24 -1.38 -0.14
C7 -4.50 -0.36 0.45
C8 -3.13 -0.36 0.28
C9 -2.23 0.68 0.87
N2 -0.89 0.10 1.06
C10 -0.72 -0.59 2.37
C11 -1.13 -2.04 2.26
N3 -0.45 -2.65 1.10
N4 -2.50 -1.30 -0.44
H1 -0.65 -4.76 1.41
H2 -2.08 -3.93 0.81
H3 -0.98 -5.21 -1.04
H4 0.52 -4.33 -0.76
H5 -0.47 -3.22 -2.43
H6 -2.82 -4.22 -1.85
H7 -2.56 -2.86 -2.94
H8 -5.13 -3.16 -1.36
H9 -6.32 -1.41 -0.02
H10 -4.98 0.41 1.04
H11 -2.64 1.06 1.81
H12 -2.16 1.52 0.18
H13 -0.22 0.87 1.05
H14 -1.31 -0.09 3.14
H15 0.32 -0.51 2.65
H16 -2.21 -2.14 2.09
H17 -0.89 -2.57 3.18
H18 0.54 -2.72 1.32
N5 0.08 2.36 -2.78
C12 0.35 1.38 -1.92
N6 -0.64 0.50 -1.82
C13 -1.63 0.96 -2.71
C14 -2.89 0.45 -3.07
C15 -3.63 1.15 -4.00
C16 -3.15 2.33 -4.59
C17 -1.92 2.85 -4.26
C18 -1.18 2.13 -3.32
H19 0.70 3.12 -3.01
H20 1.30 1.29 -1.39
H21 -3.29 -0.45 -2.64
H22 -4.60 0.78 -4.29
H23 -3.77 2.85 -5.31
H24 -1.54 3.75 -4.71
Cl1 5.09 3.76 2.02
C19 3.50 4.44 2.19
C20 3.37 5.80 2.35
C21 2.11 6.36 2.50
C22 0.99 5.55 2.45
C23 1.14 4.19 2.26
Cl2 -0.31 3.23 2.08
C24 2.39 3.58 2.17
N7 2.56 2.20 1.98
C25 2.32 1.26 3.00
C26 1.70 1.61 4.20
C27 1.47 0.66 5.18
C28 1.87 -0.66 4.99
C29 2.51 -1.00 3.81
C30 2.74 -0.06 2.81
C31 3.41 -0.48 1.52
C32 2.49 -0.29 0.32
O1 2.79 0.47 -0.59
O2 1.41 -1.01 0.37
H25 4.26 6.42 2.37
H26 2.00 7.43 2.64
H27 -0.01 5.96 2.54
H28 3.38 1.99 1.43
H29 1.42 2.64 4.38
H30 0.99 0.96 6.10
H31 1.71 -1.40 5.76
H32 2.86 -2.01 3.66
H33 3.66 -1.54 1.59
H34 4.34 0.07 1.34
I1 1.47 -0.64 -6.36
C33 1.94 -1.38 -4.48
C34 3.19 -1.91 -4.19
C35 3.42 -2.38 -2.91
C36 2.42 -2.27 -1.96
N8 1.22 -1.75 -2.22
C37 0.99 -1.33 -3.48
H35 3.96 -1.96 -4.94
H36 4.37 -2.82 -2.64
H37 2.59 -2.60 -0.94
H38 0.01 -0.93 -3.69



Below is a structure of composition C37H38Cl3O5P3RuS2 in a non-equilibrium geometry, with properties calculated with the ωB97M-V functional and the def2-TZVPD basis.

Values from the calculation:
Energy in Eh: -5104.790616
Multiplicity: 1
Orbital gap in hartree: 0.2597
Energy above the lowest of the compared OMol25 structures with the same formula, charge and spin in kJ/mol: 277.5

Geometry (Å):
Ru1 -0.78 -0.32 -0.72
C1 1.14 2.25 2.65
C2 0.80 0.77 2.85
P1 -1.03 0.43 2.74
C3 -1.06 -1.29 2.12
C4 -2.27 -1.72 1.59
C5 -2.49 -3.06 1.31
C6 -1.48 -3.98 1.53
C7 -0.24 -3.55 1.99
C8 -0.03 -2.22 2.29
C9 -1.43 0.19 4.52
C10 -0.87 -0.80 5.32
C11 -1.20 -0.90 6.66
C12 -2.09 0.00 7.23
C13 -2.65 1.00 6.45
C14 -2.33 1.09 5.10
C15 0.35 2.87 1.49
P2 0.26 1.75 0.03
C16 2.04 1.67 -0.43
C17 2.87 2.72 -0.34
C18 4.31 2.57 -0.20
C19 4.85 1.35 -0.03
C20 4.08 0.13 -0.25
C21 2.61 0.30 -0.57
C22 -0.71 2.95 -0.97
C23 -2.20 2.61 -0.92
C24 -3.15 3.71 -0.98
C25 -2.72 4.93 -1.35
C26 -1.31 5.25 -1.47
C27 -0.35 4.35 -1.17
H1 2.21 2.36 2.45
H2 0.93 2.80 3.57
H3 1.17 0.43 3.81
H4 1.29 0.19 2.06
H5 -3.08 -1.00 1.45
H6 -3.45 -3.38 0.92
H7 -1.64 -5.03 1.31
H8 0.57 -4.27 2.11
H9 0.94 -1.91 2.66
H10 -0.18 -1.52 4.88
H11 -0.76 -1.69 7.26
H12 -2.34 -0.08 8.28
H13 -3.34 1.71 6.89
H14 -2.77 1.87 4.49
H15 0.78 3.81 1.16
H16 -0.67 3.07 1.81
H17 2.48 3.72 -0.25
H18 4.91 3.46 -0.09
H19 5.89 1.25 0.26
H20 4.40 -0.77 0.26
H21 1.95 -0.51 -0.30
H22 -2.69 1.54 0.66
H23 -4.18 3.51 -0.72
H24 -3.44 5.73 -1.48
H25 -1.03 6.28 -1.68
H26 0.68 4.66 -1.06
Cl1 -1.83 -7.25 -2.36
C28 -1.21 -5.70 -1.85
C29 -2.02 -4.58 -1.91
C30 -1.50 -3.37 -1.49
Cl2 -2.50 -1.94 -1.55
C31 -0.20 -3.19 -0.99
O1 0.27 -2.07 -0.54
C32 0.58 -4.37 -0.98
Cl3 2.22 -4.23 -0.44
C33 0.10 -5.59 -1.39
H27 -3.03 -4.65 -2.28
H28 0.74 -6.46 -1.37
C34 2.16 2.69 -4.31
C35 0.79 2.23 -3.86
O2 0.92 0.89 -3.37
P3 -0.34 -0.07 -3.00
S1 -1.78 0.22 -4.30
S2 3.62 -0.16 -1.99
O3 0.35 -1.51 -3.24
C36 0.93 -1.87 -4.49
C37 0.99 -3.38 -4.55
H29 2.08 3.69 -4.75
H30 2.56 2.01 -5.06
H31 2.85 2.72 -3.47
H32 0.07 2.23 -4.69
H33 0.41 2.88 -3.08
H34 1.93 -1.44 -4.55
H35 0.32 -1.47 -5.30
H36 1.59 -3.77 -3.73
H37 1.44 -3.70 -5.49
H38 -0.02 -3.80 -4.48
O4 -2.56 1.41 -0.29
O5 -1.45 2.35 -2.04